No. 1
85
Properties=species:S:1:pos:R:3:forces:R:3:mulliken_charge:R:1 method="wB97M-V/def2-TZVPD" e_tot_ha=-2803.687230 e_homo_ev=-9.65 de_lowest_ev=0.165 charge=+1
Sb -0.721459 -2.299056 3.317767 0.4 0.1 -0.3 1.467
Ag 1.177454 -0.226550 3.142222 -0.2 0.1 0.1 0.757
F 0.891185 0.088452 -3.981427 0.0 0.0 0.0 -0.413
F -3.888476 -1.562752 -2.011691 0.0 0.0 0.0 -0.350
F 3.344783 -6.496947 1.122377 0.0 0.0 0.0 -0.338
F -4.636743 -6.103100 6.295270 0.0 0.0 0.0 -0.319
O 1.334569 0.752769 0.889485 0.1 -0.1 -0.1 -0.983
O 0.242362 1.741794 3.526966 0.1 0.1 0.0 -0.713
O 0.302108 3.979368 3.431846 0.0 -0.1 0.0 -0.717
N 5.499767 -1.417640 2.536435 -0.2 0.1 0.0 -0.901
N 6.035123 -2.047986 4.750028 -0.1 0.1 -0.2 -0.593
N 3.993053 -1.086932 4.116181 -0.1 0.1 -0.3 -0.468
N -0.582932 4.081386 -0.499360 0.0 0.0 -0.1 0.209
N 3.454451 -0.700971 2.964365 0.0 -0.2 0.6 0.093
N -0.254019 2.357514 -5.045403 -0.1 -0.1 0.0 0.215
N 5.182703 -1.487003 3.804896 0.2 -0.1 0.2 1.263
N 0.084562 4.007095 -7.318691 0.0 -0.1 0.0 -0.149
C 0.594160 1.102869 -3.133284 -0.1 -0.1 -0.1 -0.084
C -1.208890 5.346551 -0.898583 0.0 -0.1 0.0 -0.958
C -1.366438 3.100741 -5.569477 0.0 -0.1 0.0 -0.975
C -3.749811 -2.587397 0.098638 0.0 0.0 0.1 -0.969
C -3.782431 -5.285159 5.656372 0.0 0.0 0.0 0.343
C -3.243624 -3.121768 4.834504 0.0 -0.1 0.0 -0.383
C -0.329360 3.903477 0.824850 -0.1 0.0 0.0 -0.214
C 0.464638 1.975272 -0.905442 0.0 0.0 0.0 0.920
C -4.131967 -3.959222 5.493047 0.0 0.1 0.0 -0.552
C 4.376716 -0.914905 2.028480 0.0 0.1 -0.2 -0.363
C -3.224570 -1.734095 -0.847494 0.0 0.0 -0.1 0.379
C 0.248772 2.819224 1.398361 0.1 0.0 -0.2 -0.482
C -2.045588 -1.043920 -0.652548 0.0 0.0 0.0 -0.660
C -0.909845 4.384883 -6.242815 0.2 0.0 -0.1 -0.611
C -0.385054 3.249405 -2.784126 0.1 0.0 0.0 -0.468
C 2.829613 -4.788102 2.644172 0.0 0.1 0.0 -0.803
C 0.712980 1.984062 -6.049719 0.0 0.1 0.0 -0.628
C -0.184766 3.113149 -1.397637 0.0 0.2 0.1 -0.213
C -2.035149 -3.611891 4.335469 -0.1 0.0 0.2 -0.353
C 0.302310 2.856102 2.932097 -0.1 0.0 0.2 0.165
C 1.250364 3.219767 -6.758274 -0.1 0.1 0.0 -0.684
C -1.862733 -2.075857 1.529763 -0.1 0.0 -0.1 -0.658
C 1.903593 -3.866149 3.118873 0.0 0.0 0.0 -0.581
C -3.056301 -2.753843 1.293049 0.0 0.0 0.0 0.208
C 0.626766 -3.773297 2.565281 0.0 -0.1 -0.1 -0.403
C 2.454638 -5.607313 1.600203 0.0 -0.1 -0.1 0.444
C -1.713586 -4.953025 4.528551 -0.1 0.0 0.0 -0.110
C -2.590881 -5.801673 5.192618 0.1 0.0 0.0 -0.679
C 0.729878 1.774290 0.535170 -0.1 0.0 0.1 1.278
C 1.200145 -5.551752 1.023459 0.0 0.0 0.0 -0.744
C 0.288126 -4.628997 1.515671 0.0 0.0 0.0 0.121
C -0.196171 6.468046 -1.051234 0.0 0.0 0.0 -1.020
C -0.010595 2.251852 -3.664524 0.0 0.1 0.0 -0.302
C 0.843231 0.972710 -1.802997 0.1 -0.1 0.1 -0.533
C -1.369759 -1.215711 0.547607 -0.1 0.0 0.0 0.484
H 0.416635 4.837767 -7.808708 0.0 0.0 0.0 0.346
H 1.305992 0.073390 -1.415373 0.0 0.0 0.0 0.606
H 6.976433 -1.888425 4.407080 0.0 0.0 0.1 0.306
H 1.550798 1.450794 -5.613444 0.0 0.0 0.1 0.422
H 1.909683 2.978526 -7.589986 0.0 0.0 0.0 0.396
H 5.875962 -1.549473 5.619398 0.1 0.0 0.0 0.304
H -0.698967 7.399284 -1.313918 0.0 0.0 0.0 0.396
H -2.087642 3.334205 -4.790043 0.0 0.0 0.0 0.525
H -0.372807 5.032043 -5.550971 0.0 0.0 0.0 0.413
H 2.191673 -3.215065 3.937622 0.0 0.0 0.0 0.462
H -1.718302 4.935690 -6.719398 0.0 0.0 0.0 0.396
H 0.954985 -6.220783 0.209447 0.0 0.0 0.0 0.446
H 4.235974 -0.695791 0.984588 0.0 0.0 0.0 0.514
H 0.348277 6.627671 -0.120399 0.0 0.0 0.0 0.344
H -1.896536 2.485224 -6.311985 0.0 0.0 0.0 0.327
H -1.760376 5.190458 -1.822077 -0.1 0.0 0.0 0.390
H 1.757417 3.887002 -6.063028 0.0 0.0 0.0 0.348
H 0.253805 1.310245 -6.785912 0.0 0.0 0.0 0.278
H 0.531870 6.233673 -1.830838 0.0 0.0 0.0 0.282
H -5.075141 -3.600539 5.882302 0.0 0.0 0.0 0.446
H -0.696430 -4.573946 1.064665 0.0 0.0 0.0 0.441
H -0.393781 3.428610 -8.014694 0.0 0.0 0.0 0.387
H -1.676140 -0.382481 -1.426245 0.0 0.0 0.0 0.359
H -0.446535 -0.668771 0.707099 0.0 0.0 0.0 0.088
H -0.639113 4.711339 1.477621 0.0 0.0 0.0 0.573
H -3.510164 -2.077821 4.711407 0.0 0.0 0.0 0.402
H -1.953603 5.585305 -0.141275 0.0 0.0 0.0 0.478
H 3.820821 -4.878250 3.069085 0.0 0.0 0.0 0.482
H -0.812696 4.159868 -3.177126 0.0 0.0 0.0 0.251
H -2.361946 -6.846869 5.351486 0.0 0.0 0.0 0.443
H -0.779276 -5.353857 4.155890 0.0 0.0 0.0 0.357
H -3.460188 -3.429484 2.037850 0.0 0.0 0.0 0.345
H -4.677588 -3.107300 -0.099473 0.0 0.0 0.0 0.473


No. 2
15
Properties=species:S:1:pos:R:3:forces:R:3:mulliken_charge:R:1 method="wB97M-V/def2-TZVPD" e_tot_ha=-345.768143 e_homo_ev=-10.28 smiles="CC1(OC=O)CC1" de_lowest_ev=1.002 charge=0
O -1.176589 -2.164191 0.387536 -0.2 0.4 -0.1 -0.465
O -1.384954 0.056358 -0.029320 -0.1 -0.1 0.0 -0.338
C 0.455263 1.435376 -0.777289 0.0 0.2 0.0 -0.768
C 0.757024 0.041739 -1.272243 0.1 -0.2 -0.1 -0.642
C -1.840449 -1.185831 0.169569 0.1 -0.3 0.1 0.080
C 0.030939 0.245151 0.018280 0.2 0.0 0.0 1.245
C 0.679419 -0.097947 1.343764 0.0 0.0 0.0 -1.493
H 1.778673 -0.324908 -1.214343 -0.2 0.1 0.0 0.225
H -0.324861 1.987356 -1.292704 0.1 -0.1 0.1 0.243
H -2.939765 -1.171356 0.112907 0.1 0.0 0.0 0.367
H 1.155956 -1.080295 1.313304 -0.1 0.1 0.0 0.279
H -0.072888 -0.116235 2.136690 0.1 0.1 -0.1 0.384
H 1.425469 0.655886 1.612791 -0.1 -0.1 -0.1 0.393
H 1.267890 2.041396 -0.386111 -0.1 -0.1 -0.1 0.239
H 0.188874 -0.322499 -2.122831 0.1 0.1 0.2 0.250


No. 3
68
Properties=species:S:1:pos:R:3:forces:R:3:mulliken_charge:R:1 method="wB97M-V/def2-TZVPD" e_tot_ha=-1386.281847 e_homo_ev=-11.66 de_lowest_ev=4.221 charge=+2
In -6.040927 -7.704236 1.519480 0.0 0.0 0.0 0.999
O -7.658407 -3.406166 5.623820 0.7 0.4 0.2 -0.376
O -2.463597 -3.198986 -0.756480 1.9 -0.5 0.6 -0.442
O 5.093373 1.585344 -5.213470 -0.5 0.3 0.3 -0.419
O -0.905267 -4.287336 0.258800 -0.8 0.0 0.1 -0.402
N -6.854547 -2.273826 5.489160 -0.6 1.5 -1.3 0.107
N 6.399833 1.756444 -5.523410 1.2 1.3 0.6 0.576
C -4.862497 -3.270376 6.552750 0.1 0.9 -1.0 -1.706
C 8.722543 2.108424 -4.789200 0.9 0.6 0.2 -1.038
C -1.204417 -3.387926 -0.545870 0.1 0.7 -1.1 0.773
C -7.650127 -1.123306 4.887920 1.9 -0.8 -2.6 1.370
C 9.093133 2.751274 -6.093380 -1.2 0.6 -0.6 -0.749
C 5.865173 1.180034 -7.887910 0.2 0.3 1.8 -1.679
C 6.779663 3.520554 -3.657330 0.6 -0.3 -1.4 -1.522
C -5.074867 -0.624876 6.265430 -0.1 0.3 1.3 -1.003
C 5.932073 3.619484 -7.171880 0.3 1.0 2.3 -1.304
C -0.091007 -2.591046 -1.218910 -0.8 0.4 -0.3 -0.829
C -6.315557 -1.848546 7.960800 -2.2 0.4 0.9 -1.733
C -8.862907 -0.758746 5.668150 -0.1 1.5 2.1 -1.708
C 8.108153 2.364094 -7.174890 0.4 -1.4 -0.6 -1.038
C 7.139673 1.078324 -3.283480 -0.2 -1.0 -0.7 -1.906
C 6.617033 2.200624 -6.862790 -1.4 0.8 -2.1 1.094
C -6.616627 0.065104 4.530740 -1.0 0.7 1.4 -1.228
C 7.260533 2.182204 -4.334990 -0.6 -0.9 0.4 1.236
C -5.847357 -2.058276 6.489490 1.8 1.4 1.7 1.456
C -8.258377 -1.579036 3.515810 -0.3 -0.1 0.3 -1.791
C -5.903287 0.604304 5.819500 -0.1 -1.2 -1.6 -0.701
H -4.709337 -0.283826 7.234020 0.1 -0.7 0.4 0.361
H -5.253517 1.465514 5.663890 0.6 -0.4 -0.8 0.415
H -4.134687 -0.670766 5.715830 -0.4 -0.5 -0.7 0.375
H -9.208837 0.229194 5.364160 -0.3 -0.2 -0.6 0.434
H 8.993733 1.052914 -4.810670 -0.1 -0.1 -0.2 0.460
H -5.871247 -0.212096 3.785310 0.1 -0.7 0.3 0.415
H 8.264503 3.093704 -7.969450 -0.4 -0.6 -0.4 0.362
H -7.124637 0.878024 4.011900 -0.7 -0.1 0.2 0.499
H -0.418607 -2.137326 -2.154290 -0.5 -0.1 -0.1 0.307
H 4.798683 1.160174 -7.663630 0.0 0.2 0.2 0.430
H 7.304803 3.722934 -2.723860 0.3 -0.3 -0.2 0.412
H 5.716423 3.513784 -3.417330 0.0 0.0 -0.4 0.328
H 7.070223 4.256274 -4.407260 -0.4 0.6 0.5 0.407
H -5.386507 -4.224186 6.614100 0.0 0.2 0.3 0.344
H 7.886693 1.304054 -2.522500 -0.4 -0.2 0.3 0.417
H 4.929433 0.639674 -5.234240 -0.2 -0.5 0.0 0.375
H 9.442733 2.546894 -4.098420 -0.6 0.0 0.8 0.398
H 9.049383 3.839934 -6.125330 0.3 0.2 0.9 0.364
H -9.684867 -1.474356 5.687680 0.2 0.0 -0.4 0.432
H 0.803383 -3.153976 -1.485870 -0.1 -0.3 0.5 0.302
H -4.143387 -3.136376 7.360850 -0.3 -0.1 0.2 0.393
H -5.557437 -1.741626 8.736640 0.5 -0.3 -0.6 0.433
H 6.242713 0.198644 -7.600800 0.2 -0.2 -0.7 0.448
H -8.618937 -0.521496 6.703670 0.1 -0.3 0.3 0.353
H -6.934667 -0.962016 8.098160 0.3 0.7 -0.5 0.410
H -8.948227 -0.776186 3.255730 0.3 0.2 -0.5 0.438
H -4.269847 -3.272396 5.637950 0.0 -0.1 -0.2 0.406
H -7.052097 -2.522786 8.397850 0.2 -1.1 -0.4 0.397
H -8.071307 -3.266636 6.479180 -0.5 -0.4 0.6 0.390
H -8.935667 -2.429506 3.593830 0.2 -0.2 0.4 0.398
H 4.853993 3.779374 -7.188710 -0.1 -1.0 -0.9 0.364
H 10.104922 2.471864 -6.387200 -0.1 0.0 0.0 0.395
H 6.090963 4.150444 -6.233310 0.5 0.4 0.1 0.326
H 0.169173 -1.731086 -0.601750 0.1 -0.2 0.3 0.253
H -7.570477 -1.808276 2.701960 0.3 0.3 0.2 0.378
H 7.387203 0.136304 -3.772810 0.6 -0.1 0.1 0.512
H -6.532517 1.129804 6.537840 -0.7 -1.1 0.4 0.369
H 5.918423 1.447754 -8.943180 0.7 0.0 0.2 0.367
H 6.491473 4.213584 -7.894530 -0.3 -0.5 -0.4 0.354
H 8.372453 1.350524 -7.476430 0.3 0.0 -0.6 0.355
H 6.134123 0.840014 -2.936810 0.0 0.9 0.5 0.384


No. 4
55
Properties=species:S:1:pos:R:3:forces:R:3:mulliken_charge:R:1 method="wB97M-V/def2-TZVPD" e_tot_ha=-1775.732251 e_homo_ev="-13.13 / -13.31" spin_multiplicity=3 s_squared=2.01 charge=+2
Pt -0.261510 0.073027 0.015055 0.0 0.2 -0.1 0.872
S 0.394447 -0.209108 -2.297457 -0.5 -0.6 0.5 -0.544
F 1.943154 0.748026 -4.815430 0.1 -0.1 0.2 -0.222
F -0.029010 1.621464 -4.775472 -0.1 0.0 0.1 -0.216
F 1.668047 2.813782 -5.340321 0.2 0.3 0.1 -0.281
N 1.124512 1.720351 -0.750334 -0.3 -0.5 -0.4 -0.504
N 1.282964 -1.711460 1.237796 0.0 -0.2 0.1 -0.071
N -3.256215 -2.360942 -0.808110 0.0 -0.2 -0.5 0.029
N 3.697006 -1.926630 2.800216 0.4 0.0 0.3 -0.085
C 2.121343 3.787471 -1.358984 -0.1 -0.1 0.0 -0.689
C -3.294233 -0.148035 0.389267 0.1 -0.2 -0.1 1.636
C -2.024066 -2.804360 -0.141883 0.9 -0.2 0.3 -0.875
C -3.325593 1.218979 2.810782 0.0 -0.1 -0.1 -0.825
C -4.440570 -2.907331 -0.125966 -0.8 -0.4 0.4 -0.863
C 3.673995 -2.377725 1.379495 0.0 0.1 -0.9 -0.835
C 1.022566 1.379360 -2.048097 0.6 0.7 -0.4 0.766
C 1.448348 2.249212 -3.060052 -0.1 0.0 0.2 -0.088
C -3.317786 -0.864060 -0.938799 0.1 1.0 0.1 -1.457
C 1.308788 -1.365224 2.651108 0.1 -0.3 0.1 -0.658
C -4.500821 0.167444 1.012723 0.2 0.0 -0.1 -0.547
C -2.079790 0.237792 0.973658 0.4 0.2 -0.3 -0.340
C 1.664145 2.884731 -0.414848 0.2 0.5 0.2 -0.426
C 2.367560 -2.156339 3.431666 -0.9 0.2 0.4 -0.877
C 1.988680 3.473138 -2.704633 -0.1 -0.2 0.2 -0.302
C -2.121838 0.925630 2.185772 0.1 -0.1 0.1 -0.596
C 2.598686 -1.584896 0.625660 0.1 -0.3 0.1 -0.769
C 1.263776 1.864006 -4.502981 -0.2 -0.2 -0.4 0.643
C -4.518391 0.842185 2.218107 -0.1 0.0 0.1 -0.704
H 3.452749 -3.448344 1.366202 0.1 0.1 0.1 0.381
H 0.323200 -1.557903 3.079679 0.1 0.1 0.1 0.445
H 2.545360 -1.940495 -0.405569 0.1 0.1 0.1 0.527
H -1.197688 1.262678 2.642256 0.0 0.0 0.0 0.401
H -3.241164 -2.730605 -1.765368 0.0 0.1 0.2 0.342
H 2.388864 -1.831469 4.473812 0.2 -0.1 -0.1 0.428
H 4.652205 -2.215519 0.922267 0.0 0.0 0.2 0.426
H 0.940763 -2.660785 1.117741 0.0 0.1 0.0 0.282
H -2.069536 -2.526973 0.910834 -0.1 0.1 -0.1 0.439
H 1.743429 3.092253 0.645033 -0.1 0.1 0.0 0.469
H 4.436831 -2.413487 3.323933 -0.2 0.2 -0.1 0.366
H -3.335085 1.764650 3.740652 0.0 0.1 0.1 0.428
H -5.430899 -0.091116 0.527807 -0.2 0.0 0.0 0.473
H -2.452309 -0.558439 -1.537899 -0.2 -0.2 0.0 0.408
H -5.458251 1.081889 2.690867 -0.1 0.0 0.0 0.419
H 2.154415 -3.228388 3.400583 0.2 0.1 0.0 0.390
H 2.869403 -0.525555 0.600839 0.0 0.0 -0.1 0.291
H 2.297811 4.173450 -3.464409 0.1 0.0 -0.1 0.544
H -1.153925 -2.313885 -0.597744 -0.3 -0.1 0.0 0.095
H 1.507491 -0.293415 2.739351 0.0 0.0 0.0 0.331
H -4.370431 -3.990886 -0.051822 0.1 0.0 -0.1 0.332
H 2.556329 4.728549 -1.069849 0.0 0.1 0.2 0.432
H 3.908952 -0.918909 2.826531 0.1 -0.3 0.1 0.388
H -1.913831 -3.883799 -0.219474 -0.2 0.0 -0.1 0.442
H -4.229118 -0.617549 -1.486710 0.0 -0.2 0.0 0.560
H -4.502302 -2.485081 0.876434 0.1 0.0 -0.1 0.427
H -5.348062 -2.651983 -0.669324 0.1 0.1 -0.1 0.361


No. 5
13
Properties=species:S:1:pos:R:3:forces:R:3:mulliken_charge:R:1 method="wB97M-V/def2-TZVPD" e_tot_ha=-195.137864 e_homo_ev="-8.61 / -8.61" de_lowest_ev=4.195 charge=0
C 0.249483 1.946186 -0.952168 -0.2 -0.5 -0.1 -0.633
C 0.220109 0.518299 -0.643086 0.2 0.4 0.0 0.316
C 1.122061 -0.127251 0.434531 0.2 0.0 0.0 -0.654
C -0.048908 -1.068140 0.794279 0.0 -0.2 0.1 -0.453
C -1.024212 -0.151373 0.024440 -0.3 0.0 0.0 -0.674
H 2.054646 -0.590304 0.098730 -0.2 0.1 0.1 0.294
H -0.697858 2.127999 -1.513028 0.2 0.0 0.1 0.203
H -1.759244 -0.613763 -0.639809 0.1 0.1 0.1 0.300
H 0.049771 -2.043624 0.308084 0.0 0.1 0.1 0.227
H -0.258239 -1.221687 1.855913 0.0 0.0 -0.2 0.297
H 1.349451 0.591468 1.228314 -0.1 -0.1 -0.1 0.254
H 0.387585 0.054887 -1.637840 0.0 0.1 0.0 0.240
H -1.539790 0.549967 0.688645 0.1 -0.1 -0.1 0.285